[1]
The following is a DFT calculation (wB97M-V/def2-TZVPD) of one molecule with the formula C4H3F in a non-equilibrium geometry.

Properties
* HOMO-LUMO gap: 10.35 eV

```
! RIJCOSX wB97M-V def2-TZVPD def2/J DEFGRID3
* xyz 0 1
C 0.20 -1.25 -0.73
C 0.32 -0.53 0.40
C -0.11 0.84 0.45
C -0.53 1.95 0.61
H 0.55 -2.26 -0.85
H 0.72 -0.99 1.29
H -0.86 2.94 0.67
F -0.30 -0.70 -1.84
*
```

These are the natural (NBO) partial charges, in e, on atoms 1 to 5: 0.29 -0.37 -0.05 -0.20 0.18



[2]
The following is a DFT calculation (wB97M-V/def2-TZVPD) of C9H8LaN2OS as an isolated structure in a non-equilibrium geometry.

Properties
* HOMO-LUMO gap: 4.34 eV

```
! RIJCOSX wB97M-V def2-TZVPD def2/J DEFGRID3
* xyz 3 1
C 2.23 -1.70 0.57
C 1.17 -0.58 0.10
C -0.22 -0.92 -0.19
C -1.21 0.15 -0.60
C -2.68 -0.37 -0.82
C -3.00 -1.24 0.48
O -2.92 -0.66 1.53
C -0.87 1.56 -0.75
C 0.53 1.97 -0.50
N 0.94 3.30 -0.65
S 2.57 3.28 -0.28
N 2.81 1.63 0.13
C 1.54 0.90 -0.06
H 2.71 -2.18 -0.32
H 3.01 -1.20 1.25
H 1.74 -2.47 1.23
H -0.52 -1.98 -0.07
H -2.76 -0.99 -1.75
H -3.35 0.52 -0.85
H -3.23 -2.33 0.40
H -1.69 2.27 -1.03
La 3.18 1.05 2.20
*
```

These are the Mulliken partial charges, in e, on atoms 1 to 5: -0.91 -0.06 -0.44 0.50 -0.68



[3]
The following is a DFT calculation (wB97M-V/def2-TZVPD) of C19H23N5NiO2PS3 as an isolated structure.

Properties
* ⟨S²⟩: 0.756
* HOMO-LUMO gap (spin up / spin down): 7.15 / 6.62 eV

```
! RIJCOSX wB97M-V def2-TZVPD def2/J DEFGRID3
* xyz 0 2
Ni -0.81 0.24 0.06
C 3.32 2.08 2.78
C 3.25 0.58 2.92
O 2.82 0.00 1.67
P 1.39 -0.75 1.62
S 1.11 -1.23 -0.29
S -0.05 0.33 2.43
O 1.62 -2.05 2.53
C 2.51 -3.08 2.07
C 2.91 -3.93 3.25
H 3.65 2.53 3.72
H 2.33 2.47 2.54
H 4.02 2.37 2.00
H 2.56 0.29 3.71
H 4.23 0.15 3.14
H 3.38 -2.62 1.60
H 1.98 -3.67 1.32
H 3.41 -3.32 4.01
H 3.59 -4.72 2.93
H 2.03 -4.39 3.69
C -4.96 -0.28 -0.79
C -3.64 0.14 -0.82
N -2.82 -0.04 0.22
C -3.29 -0.66 1.30
C -4.58 -1.16 1.40
C -5.43 -0.94 0.33
C -5.01 -1.89 2.60
C -4.30 -2.79 3.29
C -2.98 -3.35 2.96
C -2.14 -3.79 3.97
C -0.91 -4.31 3.60
N -0.54 -4.42 2.33
C -1.42 -3.97 1.43
N -2.62 -3.46 1.68
H -5.60 -0.10 -1.65
H -3.22 0.64 -1.68
H -2.59 -0.76 2.12
H -6.46 -1.30 0.37
H -6.00 -1.64 2.98
H -4.74 -3.17 4.21
H -2.42 -3.72 5.02
H -0.21 -4.67 4.34
H -1.13 -4.05 0.39
S -0.82 2.12 -1.32
C 0.76 2.63 -1.50
N 1.80 1.84 -1.07
C 3.09 2.20 -1.15
C 3.41 3.41 -1.68
C 2.33 4.19 -2.14
N 1.07 3.83 -2.06
H 1.55 0.90 -0.73
H 3.79 1.47 -0.77
H 4.43 3.74 -1.76
H 2.52 5.15 -2.59
*
```

These are the natural (NBO) partial charges, in e, on atoms 1 to 5: 0.68 -0.63 -0.07 -0.86 1.66



[4]
The following is a DFT calculation (wB97M-V/def2-TZVPD) of an isolated ion of composition C3H6NO2 and charge -1 in a non-equilibrium geometry.

Properties
* HOMO-LUMO gap: 6.78 eV

```
! RIJCOSX wB97M-V def2-TZVPD def2/J DEFGRID3
* xyz -1 1
C -0.18 0.04 -0.08
C 0.81 -1.28 -0.24
C 0.07 0.99 1.05
N -1.03 0.24 -1.03
O -1.71 1.30 -1.01
O -1.16 -0.62 -1.93
H 0.63 -1.61 -1.27
H 1.75 -0.92 0.04
H 0.51 -2.08 0.45
H 1.07 0.83 1.61
H -0.90 1.11 1.72
H 0.15 1.99 0.68
*
```

These are the natural (NBO) partial charges, in e, on atoms 1 to 5: 0.00 -0.65 -0.64 0.40 -0.65



[5]
The following is a DFT calculation (wB97M-V/def2-TZVPD) of a 2-piece molecular cluster, C36H37N3O4Si overall in a non-equilibrium geometry.

Properties
* HOMO-LUMO gap: 7.76 eV

```
! RIJCOSX wB97M-V def2-TZVPD def2/J DEFGRID3
* xyz 0 1
C 4.21 2.15 -5.32
O 4.42 1.99 -3.90
C 3.47 1.36 -3.16
C 3.86 0.94 -1.86
C 3.04 0.10 -1.14
C 1.83 -0.39 -1.71
C 1.10 -1.49 -1.07
C 1.40 -2.81 -1.26
C 1.05 -3.77 -0.21
O 0.36 -3.50 0.77
N 1.65 -5.03 -0.37
C 1.67 -5.94 0.76
C 1.80 -5.61 -1.64
O 1.95 -6.81 -1.82
N 1.76 -4.70 -2.71
C 2.09 -5.27 -4.00
C 2.02 -3.33 -2.49
O 2.66 -2.67 -3.31
C 1.40 0.15 -2.93
C 2.19 1.03 -3.65
H 5.17 2.50 -5.69
H 3.93 1.21 -5.81
H 3.44 2.91 -5.50
H 4.85 1.23 -1.50
H 3.33 -0.27 -0.16
H 0.37 -1.27 -0.30
H 1.90 -6.92 0.36
H 2.44 -5.62 1.47
H 0.69 -5.94 1.26
H 1.94 -4.51 -4.76
H 3.13 -5.62 -4.01
H 1.43 -6.13 -4.16
H 0.45 -0.21 -3.33
H 1.86 1.37 -4.64
C 0.95 -0.57 4.68
C 0.30 0.62 5.03
C -0.33 1.38 4.04
C -0.45 0.89 2.73
Si -1.63 1.70 1.52
C -2.87 2.54 2.66
C -3.00 3.93 2.68
C -3.77 4.56 3.67
C -4.44 3.79 4.63
C -4.34 2.40 4.59
C -3.56 1.77 3.61
C -0.95 2.99 0.36
C 0.42 3.28 0.31
C 0.90 4.23 -0.60
C 0.02 4.88 -1.47
C -1.35 4.60 -1.42
C -1.84 3.66 -0.50
C -2.37 0.42 0.35
C -3.40 -0.52 1.01
C -3.37 -1.77 0.12
C -2.11 -1.68 -0.75
N -1.43 -0.44 -0.37
C 0.20 -0.30 2.39
C 0.95 -1.00 3.34
H 1.45 -1.16 5.45
H 0.27 0.95 6.06
H -0.77 2.35 4.29
H -2.47 4.54 1.94
H -3.84 5.65 3.69
H -5.03 4.28 5.40
H -4.85 1.79 5.34
H -3.47 0.68 3.61
H 1.10 2.77 1.00
H 1.96 4.45 -0.63
H 0.39 5.61 -2.20
H -2.05 5.12 -2.08
H -2.91 3.45 -0.45
H -2.91 1.07 -0.38
H -3.07 -0.76 2.03
H -4.38 -0.04 1.09
H -3.38 -2.69 0.72
H -4.25 -1.78 -0.54
H -1.45 -2.53 -0.57
H -2.35 -1.68 -1.83
H -1.01 0.04 -1.16
H 0.10 -0.69 1.38
H 1.50 -1.89 3.04
*
```

These are the Mulliken partial charges, in e, on atoms 1 to 5: -0.82 -0.45 0.90 -0.95 -0.26



[6]
The following is a DFT calculation (wB97M-V/def2-TZVPD) of one molecule with the formula CH3N3S2 in a non-equilibrium geometry.

Properties
* HOMO-LUMO gap: 7.74 eV

```
! RIJCOSX wB97M-V def2-TZVPD def2/J DEFGRID3
* xyz 0 1
C 0.65 1.56 -0.21
N -0.42 0.95 -0.49
N -0.47 -0.36 -0.44
N -1.46 -1.09 0.20
S 2.10 0.70 0.37
S 1.38 -1.10 0.06
H 0.73 2.61 -0.52
H -1.34 -2.05 -0.14
H -1.18 -1.22 1.17
*
```

These are the natural (NBO) partial charges, in e, on atoms 1 to 5: -0.12 -0.20 -0.10 -0.59 0.10



[7]
The following is a DFT calculation (wB97M-V/def2-TZVPD) of C11H18ClO3RhSTi as an isolated structure in a non-equilibrium geometry.

Properties
* ⟨S²⟩: 8.764
* HOMO-LUMO gap (spin up / spin down): 5.14 / 7.64 eV

```
! RIJCOSX wB97M-V def2-TZVPD def2/J DEFGRID3
* xyz -1 6
Ti -0.37 0.40 -1.59
Cl -1.48 2.37 -1.86
C -2.12 -0.43 -1.15
H -1.99 -0.89 -0.16
H -2.39 -1.21 -1.88
H -2.93 0.32 -1.11
Rh 0.56 -0.75 -4.52
C 2.24 0.35 -4.83
C -0.90 -0.35 -5.88
C 0.27 -1.56 -2.71
H -1.40 -1.33 -6.00
H -1.59 0.41 -5.48
H -0.39 -0.03 -6.80
H 3.04 -0.34 -4.51
H 2.28 0.54 -5.92
H 2.20 1.26 -4.22
H -0.58 -2.30 -2.63
H 1.21 -2.01 -2.31
C -0.53 0.42 6.40
C -0.19 0.38 4.93
C 0.08 -0.85 4.32
C 0.46 -0.90 2.98
C 0.57 0.28 2.25
C 0.24 1.51 2.82
C -0.14 1.55 4.16
S 1.24 0.17 0.61
O 2.66 -0.01 0.69
O 0.44 -0.91 -0.08
O 0.75 1.38 -0.19
H -1.42 -0.19 6.60
H 0.28 0.00 7.02
H -0.72 1.45 6.72
H 0.03 -1.78 4.91
H 0.68 -1.86 2.52
H 0.30 2.42 2.23
H -0.37 2.51 4.64
*
```

These are the natural (NBO) partial charges, in e, on atoms 1 to 5: 1.35 -0.55 -1.11 0.21 0.21



[8]
The following is a DFT calculation (wB97M-V/def2-TZVPD) of a 2-piece molecular cluster, C6H14N2O2S overall in a non-equilibrium geometry.

Properties
* HOMO-LUMO gap (spin up / spin down): 8.71 / 6.36 eV

```
! RIJCOSX wB97M-V def2-TZVPD def2/J DEFGRID3
* xyz 0 1
C 1.53 -1.55 -0.85
C -3.84 0.14 -0.82
C -2.32 -0.79 0.99
C 4.35 0.59 -0.06
C 2.07 1.26 -0.19
C -2.51 -0.47 -0.49
N 2.70 -1.10 -0.44
N 2.92 0.21 -0.06
O -0.96 1.50 0.16
O 0.56 -0.90 -1.36
S -1.23 0.69 -1.02
H 1.45 -2.61 -0.71
H -3.85 1.20 -0.51
H -4.05 0.09 -1.84
H -4.65 -0.37 -0.20
H -1.34 -1.28 1.15
H -3.06 -1.37 1.55
H -2.13 0.21 1.50
H 4.66 1.14 0.86
H 4.90 -0.39 -0.08
H 4.50 1.14 -0.95
H 2.67 2.10 0.15
H 1.92 1.63 -1.17
H 1.09 1.11 0.26
H -2.48 -1.44 -0.99
*
```

These are the natural (NBO) partial charges, in e, on atoms 1 to 5: 0.42 -0.61 -0.64 -0.42 -0.45